Record 1
Computed, not measured: a 9-piece molecular cluster, C19H44N5O17 overall at a distorted geometry, with wB97M-V/def2-TZVPD.

## Properties
**Charge**: +2
**Multiplicity**: 2
**Gap between HOMO and LUMO**: 2.776 eV
**Max |F|**: 8.30 eV Å⁻¹
**<S²>**: 0.7584
**Total energy**: -2302.36007 a.u.

Last column: Mulliken spin population.
Element x y z (Å)
C (0.52663, 1.01428, -3.13429)  0.000
C (-0.56533, -2.56898, -1.80712)  0.000
H (-1.41806, -4.56669, -4.40506)  0.000
C (1.02832, 3.50710, 3.99417)  0.000
O (0.83379, 3.91338, 5.09390)  0.000
H (1.69481, -2.72867, 0.90475)  0.000
C (-0.93778, 0.84194, -2.84220)  0.000
H (0.26299, -1.89532, -2.02661)  0.000
H (3.09787, 0.52626, -0.37704)  0.000
C (3.66904, -0.28496, 0.07440)  0.000
C (-1.92666, -4.00153, 1.06267)  0.000
H (4.77659, -0.83114, -3.64657)  0.000
H (-1.93726, 1.13882, 0.43864)  0.000
H (-0.13127, -2.40559, 3.19687)  0.000
H (-0.29192, -3.50771, -1.32532)  0.000
H (1.91391, -3.37321, 2.69020)  0.000
H (-2.12916, -5.00543, 0.68947)  0.000
H (-4.30007, -1.63247, -1.38544)  0.000
O (-4.85413, -0.70404, 0.14242)  0.000
N (1.76924, 2.26058, 3.71885)  0.000
H (1.98872, 2.32768, -3.37988)  0.000
O (-1.12436, 1.56881, 0.71415)  -0.001
O (-2.03321, 1.80821, 4.44808)  0.000
O (-0.59602, -0.54014, 0.60613)  0.000
C (0.62235, 4.22506, 2.77471)  0.000
H (1.92985, -1.65356, 2.27584)  0.000
H (-3.63895, -3.64161, -3.29934)  0.000
O (1.32774, 0.14484, -3.32182)  0.000
H (-1.73560, 2.83615, 3.11194)  0.000
H (-2.68010, -3.75362, 1.81031)  0.000
H (0.53907, 2.99242, -3.73107)  0.000
O (0.10274, -5.04597, 1.90697)  0.000
H (-1.51608, 1.75304, -2.68866)  -0.001
O (-0.83162, -2.10924, -4.18594)  0.000
C (-2.94185, -4.40659, -2.95734)  0.000
O (-3.50365, 3.58408, -1.59791)  0.000
N (0.03377, -2.66466, 2.23471)  0.000
H (0.53614, 0.78686, 4.57730)  0.000
O (-5.71127, 3.31719, -1.24372)  0.647
H (0.02537, 2.84332, -1.15517)  0.000
C (-1.01706, -2.86975, -3.26636)  0.000
H (5.57725, 0.71173, 0.17189)  0.000
O (-2.53074, 3.37366, 3.13285)  0.000
C (1.51652, 1.19366, 4.82518)  0.000
H (-1.99797, -3.21796, 0.30833)  0.000
H (-0.20382, 4.84840, 3.11675)  0.000
C (-2.77849, 2.78166, 4.27234)  0.000
H (5.53601, 0.76153, -3.14916)  0.000
O (-5.04527, 4.94803, -2.42940)  0.424
N (-1.50446, -4.28533, -3.43890)  0.000
C (-0.29716, 0.61048, 0.89134)  -0.001
C (5.60712, -0.64947, -1.62457)  0.000
H (1.61229, 1.89135, 2.79195)  0.000
H (1.52255, 1.53210, 5.86129)  0.000
H (-1.53496, 0.35112, -3.61070)  0.000
N (5.22339, -0.16051, -0.19426)  0.000
H (-0.88739, -4.97111, -3.02778)  0.000
H (-3.61201, 2.79098, -1.06794)  0.014
C (1.02019, 2.93698, -1.59066)  0.000
N (1.03173, 2.41131, -3.06798)  0.000
C (1.54851, -2.63101, 1.98047)  0.000
H (5.47728, -0.96619, 0.35939)  0.000
O (-3.74266, 3.04126, 5.03590)  0.000
H (-3.17841, -5.33582, -3.47566)  0.000
C (-0.57553, -4.05153, 1.78652)  0.000
H (2.75754, 2.46860, 3.72910)  0.000
C (-3.93042, -0.34549, -0.62829)  0.002
H (0.06465, 3.57414, 2.10138)  0.000
H (-1.10619, 0.27279, -1.92796)  0.000
H (1.78504, 2.43338, -0.99948)  0.000
O (-3.42498, 0.80786, -0.44076)  0.001
H (1.29117, 3.99250, -1.61372)  0.000
H (-0.31447, -1.89764, 1.67747)  0.000
O (-3.56925, -1.07452, -1.66149)  0.000
H (3.61911, -0.19243, 1.15932)  0.000
C (4.93676, -0.09989, -2.85427)  0.000
O (6.35590, -1.59070, -1.77270)  0.000
O (0.82711, 0.82249, 1.37929)  0.000
H (1.50586, 4.69954, 2.34764)  0.000
H (3.35719, -1.28511, -0.22653)  0.000
C (-4.78505, 4.02081, -1.69448)  -0.087
H (2.25824, 0.42688, 4.60162)  0.000
H (-1.33232, -2.02537, -1.25547)  0.000
H (3.98427, 0.36350, -2.59712)  0.000
H (-2.92168, -4.48577, -1.87040)  0.000


Record 2
Computed, not measured: C2H5BrSi as an isolated structure at a distorted geometry, with wB97M-V/def2-TZVPD.

## Properties
**Charge**: 0
**Gap between HOMO and LUMO (alpha / beta)**: 7.503 / 7.502 eV
**Max |F|**: 3.33 eV Å⁻¹
**Total energy**: -2942.64887 a.u.

Last column: Löwdin charge in e.
Element x y z (Å)
H (-1.24272, -0.36627, -1.05611)  0.034
Br (2.57395, -0.33556, -0.01272)  0.237
H (-1.46608, 0.79007, 0.99615)  0.092
H (0.00858, -0.19381, 1.80151)  0.081
H (0.37270, 1.35506, -1.67317)  -0.073
C (-0.56102, 0.09508, 0.85069)  -0.439
Si (0.86443, 1.02680, -0.21706)  0.246
C (-0.64106, -0.80449, -0.27893)  -0.191
H (0.09122, -1.56689, -0.41036)  0.014


Record 3
Computed, not measured: C17H19MnNPS as an isolated structure at a distorted geometry, with wB97M-V/def2-TZVPD.

## Properties
**Charge**: 0
**Multiplicity**: 5
**Gap between HOMO and LUMO (alpha / beta)**: 4.740 / 4.459 eV
**Max |F|**: 2.68 eV Å⁻¹
**<S²>**: 6.3672
**Total energy**: -2604.23791 a.u.

Last column: Mulliken spin population.
Element x y z (Å)
C (-2.33875, 1.10548, 6.28225)  0.000
P (-1.94413, 0.91845, -2.13951)  -0.005
H (-0.37171, 1.52045, 2.94064)  0.001
H (-4.76850, -0.79901, 0.71762)  -0.019
S (-2.56849, -0.50425, 2.62558)  0.023
H (-3.00329, 1.86967, -2.35473)  0.012
H (-6.08711, 0.81887, -0.64287)  0.004
C (-3.63891, 0.76346, 1.74391)  -0.134
C (-5.24774, 1.17116, -0.05009)  0.063
C (1.83387, -0.11014, -0.93520)  0.012
H (-2.17112, 0.07043, -3.28108)  0.006
Mn (-2.31244, 0.64598, 0.09005)  4.226
C (-4.53515, 0.26239, 0.73581)  -0.115
C (-1.26077, 1.99788, 6.21908)  0.000
N (-1.38567, -0.43226, 1.44778)  0.101
C (-0.89989, 1.40010, 3.88806)  -0.006
C (-0.54978, 2.14963, 5.02276)  -0.002
C (2.65885, -0.69367, 1.14205)  0.011
H (0.87706, -2.11364, -1.32860)  0.000
C (-3.13571, 2.09745, 1.52601)  -0.194
H (-0.74588, 1.65946, -2.47709)  0.004
H (-5.62765, 3.24684, -0.49027)  -0.009
H (1.57126, 0.44498, -1.82946)  0.002
C (-1.96868, 0.50650, 3.96675)  0.003
H (-2.89905, 0.98123, 7.20892)  0.000
H (-0.96336, 2.56822, 7.10345)  0.000
H (-0.51381, -0.91795, 1.65083)  0.000
H (-3.68933, 4.05983, 0.81891)  0.005
C (-3.89471, 2.99127, 0.74867)  0.100
H (1.97571, -2.84513, 1.03490)  0.000
C (1.99565, -1.84672, 0.59347)  -0.002
H (3.05569, 1.34615, 0.25081)  0.000
H (-3.54301, -0.32074, 5.16597)  -0.002
C (1.46384, -1.48165, -0.67307)  0.002
C (-4.96838, 2.52967, 0.00799)  -0.062
C (-2.69669, 0.36384, 5.15870)  0.009
H (0.28478, 2.85211, 4.95813)  0.000
C (2.64754, 0.34030, 0.15285)  -0.006
H (-2.33837, 2.47368, 2.16136)  -0.025
H (3.08345, -0.60867, 2.14355)  0.000